No. 1
The molecule C5H4N2 in a non-equilibrium geometry. Source: OMol25; level of theory: ωB97M-V/def2-TZVPD.

The geometry in XYZ format:
```
11
Properties=species:S:1:pos:R:3:forces:R:3
C 2.44310 -0.85280 -0.14959 -0.135 0.365 0.218
C 1.40533 -0.27277 0.02473 0.520 -0.565 -0.026
C 0.00592 0.04376 -0.03877 -0.234 -0.534 -0.299
C -1.08268 -0.37335 0.86366 -0.515 0.378 0.734
N -2.16686 0.27308 0.59053 0.230 0.031 0.682
N -1.84591 1.34506 -0.24987 0.386 0.087 -0.186
C -0.60178 1.26524 -0.59099 -0.324 -0.290 -0.281
H 3.35878 -1.36780 -0.30441 0.143 0.097 0.076
H -0.39429 -0.92505 -0.54493 0.301 1.100 -0.786
H -1.00688 -1.17820 1.57431 -0.242 -0.310 -0.087
H -0.11474 2.04284 -1.17466 -0.130 -0.359 -0.044
```
Positions in Å, forces in eV/Å.

Values from the calculation:
Frontier orbital gap (eV): 10.49
E (eV): -8225.466
E_HOMO (eV): -10.001
LUMO (eV): 0.494
Largest force on an atom (eV/Å): 1.385

No. 2
A structure of composition C17H30LaNO2P2Te in a non-equilibrium geometry. Source: OMol25; level of theory: ωB97M-V/def2-TZVPD.

The geometry in XYZ format:
```
54
Properties=species:S:1:pos:R:3:forces:R:3
C 3.96499 1.21440 -0.47319 0.648 0.193 -0.422
C 2.62507 1.12963 -0.06965 -1.352 0.020 0.204
N 1.81416 0.15738 -0.63781 1.848 -0.939 0.145
C 2.37444 -0.85794 -1.35569 0.027 0.535 0.188
C 3.71055 -0.83621 -1.70631 -0.254 -0.414 -0.159
C 4.50615 0.23705 -1.28686 -0.131 0.538 0.221
C 1.97453 2.03525 0.85810 0.458 0.481 -0.952
P 0.83282 1.50118 2.10737 -0.298 -0.136 -0.470
La -0.28616 1.31434 -0.52509 -0.749 0.446 1.783
P -0.31688 -1.40734 -1.87762 0.689 0.288 0.164
C 1.44728 -1.98013 -1.76102 -0.049 0.053 0.057
O 3.46727 5.38566 -1.01331 -0.256 -0.553 -0.506
O -1.35842 4.34677 1.11266 -0.526 -0.184 -0.073
H 4.53252 2.07905 -0.12507 0.029 -0.377 -0.063
H 4.11061 -1.63625 -2.32914 -0.030 0.191 0.230
H 5.54696 0.29569 -1.59495 -0.135 -0.008 0.074
C 1.76999 0.48246 3.29364 0.083 -0.098 0.537
C 0.53832 3.02628 3.06868 0.280 0.049 0.193
H 1.75769 -2.41065 -2.72633 -0.038 0.024 0.338
H 1.45432 -2.78989 -1.00850 0.176 0.409 -0.179
H 3.66779 6.31234 -1.12048 0.113 0.421 -0.006
H 2.39131 3.04678 0.92678 0.234 -0.428 0.231
C -1.18894 -2.98138 -1.61868 -0.549 -0.339 0.058
C -0.41579 -1.24438 -3.70452 -0.281 -0.145 -0.211
H -1.33568 0.87272 -2.49118 -0.259 -0.120 -0.563
H -2.16603 4.44859 1.63617 0.150 -0.239 -0.100
H -1.20712 5.21779 0.75622 0.149 0.475 -0.284
H 3.23501 5.08449 -1.90901 0.140 0.110 0.525
H -1.17693 0.05851 1.33489 0.704 -0.787 -0.277
H -1.75676 1.49136 -2.32550 -0.319 0.220 -0.578
H 2.37754 1.14218 3.92984 -0.011 -0.279 -0.075
H 1.06645 -0.08573 3.92104 0.259 0.106 -0.113
H 2.42601 -0.21822 2.76207 -0.238 0.157 0.074
H 1.49183 3.32941 3.52272 -0.260 0.188 0.003
H 0.11747 3.81099 2.42203 0.373 -0.453 0.395
H -0.18836 2.80021 3.86227 0.189 0.073 -0.158
H -0.45726 -2.24286 -4.15957 0.058 0.287 -0.136
H -1.32490 -0.68133 -3.95055 0.187 -0.233 -0.195
H 0.45474 -0.69750 -4.08807 -0.196 -0.049 0.116
H -1.50356 -3.39629 -2.58652 0.043 -0.073 0.340
H -0.53353 -3.69322 -1.09991 -0.257 0.150 -0.120
H -2.07418 -2.79668 -0.99740 0.176 -0.208 -0.147
Te -2.78876 0.71387 1.29382 -1.014 0.235 0.143
C -3.45689 -1.34768 1.17353 0.178 0.285 -0.173
C -2.99062 -2.29064 2.09927 -0.340 -0.142 -0.465
C -3.42458 -3.62125 1.99354 -0.041 0.310 -0.156
C -4.32500 -3.98591 0.98341 0.078 0.298 0.010
C -4.79416 -3.02970 0.07321 0.137 0.170 0.138
C -4.35502 -1.70085 0.15911 0.175 -0.420 0.509
H -2.29768 -1.97093 2.88112 -0.182 -0.220 -0.222
H -3.06581 -4.37232 2.70038 -0.110 0.219 -0.193
H -4.66885 -5.01709 0.90939 0.087 0.233 0.016
H -5.50310 -3.31394 -0.70569 0.190 0.018 0.191
H -4.69484 -0.92805 -0.53365 0.017 -0.337 0.115
```
Positions in Å, forces in eV/Å.

Values from the calculation:
Frontier orbital gap (eV): 4.05
E (eV): -50427.122
E_HOMO (eV): -4.175
LUMO (eV): -0.123
Largest force on an atom (eV/Å): 2.078

No. 3
A structure of composition C20H23NO4S2 in a non-equilibrium geometry. Source: OMol25; level of theory: ωB97M-V/def2-TZVPD.

The geometry in XYZ format:
```
50
Properties=species:S:1:pos:R:3:forces:R:3
C -0.03617 -0.00108 -3.25757 -0.357 -0.076 0.159
N -0.79572 -0.00960 -1.96847 -2.584 -0.737 -1.329
C -1.63541 -1.24512 -1.87017 -0.330 0.228 -0.493
C -2.90117 -1.22623 -2.74293 -0.444 -0.485 0.130
C -3.76712 0.00414 -2.55967 0.152 -0.038 0.207
C -2.90168 1.22099 -2.79502 -0.322 0.359 0.102
C -1.64600 1.25138 -1.91557 0.126 -0.442 -0.019
H 0.52415 0.93484 -3.40942 -0.137 -0.283 0.422
H 0.65157 -0.85671 -3.35438 -0.419 0.303 0.245
H -0.79057 -0.04184 -4.05783 0.382 -0.077 0.019
H -1.03482 -2.11470 -2.18799 0.015 0.447 0.383
H -1.91667 -1.37535 -0.80678 0.136 0.125 -0.449
H -2.70184 -1.36325 -3.81242 0.302 0.030 0.153
H -3.49239 -2.08557 -2.44056 0.002 -0.381 -0.055
H -4.62548 -0.00265 -3.24600 0.245 -0.051 0.143
H -4.17495 0.02321 -1.54123 0.074 0.026 -0.052
H -2.69052 1.31418 -3.86624 0.282 -0.069 0.122
H -3.48759 2.10018 -2.53863 0.079 0.324 0.003
H -1.93504 1.41997 -0.86142 0.157 -0.111 -0.419
H -1.03750 2.09982 -2.26838 0.074 -0.367 0.491
C 1.79922 2.03037 5.70240 -0.208 -0.337 -0.403
C 1.85523 0.89775 4.87717 0.018 -0.162 -0.055
C 1.18017 0.90094 3.65085 -0.132 0.404 -0.717
C 0.46344 2.00856 3.25444 0.176 -0.184 -0.262
C 0.40067 3.14501 4.06590 -0.135 -0.067 -0.157
C 1.06988 3.15646 5.29346 -0.161 -0.299 -0.348
S -0.29584 1.85383 1.61521 0.403 0.076 -0.804
O -1.71820 1.70450 1.80617 -0.108 0.641 -0.039
O 0.24327 2.91365 0.77430 -0.698 -0.237 0.439
C 0.29889 0.29921 1.00178 -0.065 0.413 1.867
C 0.34201 0.00241 -0.37222 3.923 2.905 1.030
C 1.17980 -1.19390 -0.62635 1.183 -0.876 0.317
C 0.96462 -2.38838 0.10926 -0.421 -0.075 -0.908
C 1.78707 -3.51245 -0.06631 0.012 0.423 0.157
C 2.90770 -3.44115 -0.89224 -0.164 0.074 0.038
C 3.17198 -2.25256 -1.56945 0.086 0.419 0.092
C 2.36075 -1.12554 -1.39696 -0.318 -0.064 -0.291
S 1.23466 -0.42370 2.40666 -1.409 -1.289 0.577
O 2.63508 -0.61365 2.12087 -0.413 -0.081 -0.232
O 0.43936 -1.51288 2.97240 1.010 0.541 -0.283
H 2.31285 2.02572 6.66990 -0.196 -0.014 -0.458
H 2.41116 0.00821 5.16986 -0.064 0.252 -0.014
H -0.17535 3.99627 3.71639 0.121 0.000 0.154
H 1.00869 4.03563 5.93618 0.045 -0.247 -0.230
H 0.53438 0.96420 -0.92035 0.628 -1.012 0.785
H 0.10873 -2.44804 0.78790 0.292 -0.039 -0.314
H 1.57082 -4.43949 0.46805 0.032 0.370 -0.049
H 3.59891 -4.28703 -0.96925 -0.390 0.282 -0.110
H 4.04007 -2.17877 -2.22800 -0.172 0.006 0.317
H 2.66492 -0.17183 -1.85734 -0.307 -0.548 0.137
```
Positions in Å, forces in eV/Å.

Values from the calculation:
Frontier orbital gap (eV): 8.01
E (eV): -52459.159
E_HOMO (eV): -7.911
LUMO (eV): 0.102
Largest force on an atom (eV/Å): 4.989

No. 4
The molecule C4H11N2S in a non-equilibrium geometry. Source: OMol25; level of theory: ωB97M-V/def2-TZVPD.

The geometry in XYZ format:
```
18
Properties=species:S:1:pos:R:3:forces:R:3
C -0.38711 1.16493 0.23028 1.018 -2.341 -0.258
N -0.08593 -0.32901 0.16620 1.102 0.536 2.313
C 1.08349 -0.74831 1.12643 -2.406 -1.029 -3.287
C 1.50931 -2.19291 0.78146 0.061 -0.891 2.636
S 3.13817 -2.42501 1.66250 -0.867 -0.364 -0.334
C -1.62920 1.41082 -0.62102 -3.377 1.292 -1.000
N -1.41628 1.62877 -2.09488 4.466 2.110 3.525
H 0.57544 1.72854 0.07032 -1.093 0.020 -0.989
H -0.54573 1.44363 1.27218 -0.645 -0.452 0.094
H 0.05611 -0.67566 -0.78075 0.301 0.377 0.281
H 1.95008 -0.15200 0.95731 0.566 0.901 0.171
H 0.72756 -0.73024 2.15117 0.055 0.254 0.025
H 0.77076 -2.98527 1.17204 1.070 1.182 -0.351
H 1.73189 -2.52277 -0.21293 -0.135 0.564 -0.912
H -2.44652 0.55229 -0.78455 1.899 1.316 2.289
H -2.18880 2.36373 -0.12387 1.155 -2.102 -1.448
H -2.17375 1.43670 -2.60048 -3.713 -1.015 -2.252
H -0.66947 1.03176 -2.37141 0.543 -0.359 -0.503
```
Positions in Å, forces in eV/Å.

Values from the calculation:
Spin multiplicity: 2
Frontier orbital gap (spin up / spin down) (eV): 9.79 / 6.79
E (eV): -18138.481
E_HOMO (spin up / spin down) (eV): -8.809 / -8.762
LUMO (spin up / spin down) (eV): 0.979 / -1.974
Largest force on an atom (eV/Å): 6.068

No. 5
A cluster of 2 separate species, C4H9NO2 in total in a non-equilibrium geometry. Source: OMol25; level of theory: ωB97M-V/def2-TZVPD.

The geometry in XYZ format:
```
16
Properties=species:S:1:pos:R:3:forces:R:3
C 1.78696 -0.36818 -1.62324 0.005 -0.156 -0.199
N 1.95558 0.56639 -0.56666 -0.019 0.511 0.586
C 1.87897 1.25056 0.37090 1.255 -0.134 -1.321
O -0.15378 0.69018 1.50136 0.079 0.481 0.336
C -1.20746 0.80971 0.55504 -0.175 0.111 -0.092
C -1.75330 -0.59437 0.21641 -0.156 0.184 0.138
O -0.66642 -1.48226 0.06559 0.215 0.048 0.153
H 0.91174 -0.98260 -1.38120 0.226 0.061 -0.158
H 1.62934 0.17499 -2.55721 0.032 -0.098 0.095
H 2.68623 -0.98000 -1.70402 -0.120 0.019 -0.037
H 0.66156 1.32013 1.35149 -2.102 -1.100 0.251
H -2.02848 1.40341 0.97251 0.088 0.096 -0.065
H -0.87884 1.29240 -0.37923 0.144 -0.053 0.231
H -2.42579 -0.96570 1.00454 0.145 0.187 0.009
H -2.33963 -0.58271 -0.71497 0.264 0.126 0.213
H -0.07508 -1.17131 0.77603 0.119 -0.284 -0.140
```
Positions in Å, forces in eV/Å.

Values from the calculation:
Frontier orbital gap (eV): 10.93
E (eV): -9876.816
E_HOMO (eV): -10.077
LUMO (eV): 0.856
Largest force on an atom (eV/Å): 2.386

No. 6
A structure of composition C11H10N2O4Zn in a non-equilibrium geometry. Source: OMol25; level of theory: ωB97M-V/def2-TZVPD.

The geometry in XYZ format:
```
28
Properties=species:S:1:pos:R:3:forces:R:3
Zn 0.01924 0.68477 -1.16407 0.139 -0.746 2.550
C 0.12429 2.40225 1.21281 0.031 0.960 2.347
O 0.13677 2.98359 2.19035 -0.025 -1.170 -1.994
C 0.02335 4.15085 -0.92279 -0.108 3.155 -0.723
O -0.01242 5.28667 -1.02166 0.095 -2.749 0.349
C -1.85773 1.81507 -1.15398 -3.603 2.705 -0.240
O -2.76308 2.50819 -1.29122 3.266 -2.643 0.536
C 1.89602 1.80352 -1.28038 3.337 2.585 -0.834
O 2.76723 2.49322 -1.56351 -2.947 -2.496 1.073
C -0.01873 0.19681 -3.17310 0.039 0.636 -2.513
H 0.90685 -0.39290 -3.30014 -0.211 0.473 0.388
H -0.92916 -0.41623 -3.29387 0.144 0.503 0.517
C -0.03211 1.52742 -3.57784 -0.107 -2.271 -0.989
H -0.95605 2.03399 -3.86090 -0.007 -0.022 0.555
H 0.86889 2.02512 -3.93615 0.098 0.060 0.653
N -0.05573 -3.76343 3.39315 -0.362 0.787 -0.636
C -0.04020 -2.74514 2.49316 0.371 -1.313 0.449
C 1.17978 -2.12132 2.16243 0.084 1.245 -0.962
C 1.17369 -1.10233 1.20460 -0.051 -0.621 0.623
N 0.05081 -0.73004 0.52793 -0.114 0.936 -0.775
C -1.11936 -1.31357 0.88485 -0.478 -0.905 0.628
C -1.21428 -2.34062 1.82396 0.594 1.037 -0.553
H 0.78263 -4.06535 3.86851 -0.206 0.056 -0.081
H -0.93238 -4.21592 3.61649 0.318 0.016 0.074
H 2.10338 -2.44150 2.64790 -0.244 0.335 -0.169
H 2.06528 -0.50210 1.00362 -0.134 -0.517 -0.057
H -2.03348 -0.91601 0.43040 0.362 -0.338 -0.018
H -2.13352 -2.84500 2.07947 -0.279 0.302 -0.200
```
Positions in Å, forces in eV/Å.

Values from the calculation:
Total charge: +2
Frontier orbital gap (eV): 6.43
E (eV): -71139.326
E_HOMO (eV): -15.170
LUMO (eV): -8.738
Largest force on an atom (eV/Å): 4.511

No. 7
A structure of composition C7H14N2O4S in a non-equilibrium geometry. Source: OMol25; level of theory: ωB97M-V/def2-TZVPD.

The geometry in XYZ format:
```
28
Properties=species:S:1:pos:R:3:forces:R:3
C -0.16372 -0.02997 -1.26683 3.151 -1.787 0.006
C -0.02717 0.29087 0.24471 -3.160 3.268 2.412
C -1.27263 0.60214 -2.16104 2.541 -1.132 -1.975
C -0.67732 1.92037 -2.74173 -1.823 0.116 -2.409
C 1.02118 -0.71728 2.36968 -0.661 0.565 -0.821
C -0.14964 -1.62583 2.63831 -4.043 0.342 -1.409
C 0.97715 0.45110 3.37573 -0.960 -1.786 0.507
H -1.07919 -1.95134 -1.07733 -0.169 0.025 -0.643
H 0.05765 -1.96840 -2.29847 -0.436 0.477 0.372
H 0.94897 0.37592 -1.71477 -3.064 -1.459 0.986
H -2.28844 0.53615 -1.83296 -0.398 0.661 0.790
H -0.78251 0.68883 -4.23059 -1.928 -3.798 2.869
H 0.27206 1.57118 -3.20592 0.254 1.120 1.600
H -0.82105 2.92620 -2.15960 0.640 -1.870 -1.478
H -1.17380 1.91003 -4.09249 0.288 0.692 3.353
H 1.37680 -0.98793 0.24609 0.039 -0.020 1.301
H 1.96294 -1.13843 2.64482 0.733 -0.888 -0.760
H 0.07182 0.97994 3.19149 -0.956 0.208 0.413
H 0.93146 -0.16174 4.38465 0.467 1.999 -1.660
H 2.16373 1.63759 1.58023 0.038 -0.066 2.889
H -0.67018 -2.03903 0.63699 -0.367 0.351 2.729
N -0.15270 -1.64194 -1.35395 0.580 2.594 0.892
N 0.91599 -0.38228 0.94841 1.967 -0.576 -2.309
O -0.76695 1.15919 0.80935 1.826 -2.247 -1.944
O -1.18042 -0.33362 -3.27194 1.093 4.221 -3.356
O -0.71116 -1.77950 3.66865 1.223 -0.390 2.229
O -1.06031 -1.92521 1.59079 2.393 -0.741 -2.356
S 2.27743 1.63301 3.07772 0.731 0.121 -2.226
```
Positions in Å, forces in eV/Å.

Values from the calculation:
Frontier orbital gap (eV): 8.90
E (eV): -29485.037
E_HOMO (eV): -9.198
LUMO (eV): -0.294
Largest force on an atom (eV/Å): 5.502

No. 8
A cluster of 3 separate species, H6O3 in total. Source: OMol25; level of theory: ωB97M-V/def2-TZVPD.

The geometry in XYZ format:
```
9
Properties=species:S:1:pos:R:3:forces:R:3
O 1.63683 -2.31912 -2.19514 0.010 0.097 -0.040
H 2.39246 -1.73818 -2.34035 -0.080 -0.075 0.039
H 0.87497 -1.73100 -2.18358 0.090 -0.018 -0.010
O -0.19157 2.48948 1.98986 -0.149 0.009 -0.027
H -0.80835 1.80389 1.70893 0.095 -0.030 0.175
H -0.56242 2.82590 2.81321 0.049 -0.033 -0.083
O -1.09041 -0.48370 0.45970 -0.014 0.185 -0.167
H -1.05332 0.33215 -0.05416 0.023 -0.147 -0.026
H -1.19818 -1.17944 -0.19847 -0.024 0.012 0.139
```
Positions in Å, forces in eV/Å.

Values from the calculation:
Frontier orbital gap (eV): 11.95
E (eV): -6239.604
E_HOMO (eV): -11.581
LUMO (eV): 0.370
Largest force on an atom (eV/Å): 0.250